84
Properties=species:S:1:pos:R:3 method="wB97M-V/def2-TZVPD" de_lowest_kcal_mol=297.2 orbital_gap_ha=0.1148 homo_energy_ev=-10.8 max_force_ev_per_a=4.8 charge=+1
Pb 3.30 -0.10 -3.54
C -1.36 2.08 0.64
C -1.28 0.93 -0.43
O -0.12 0.73 -1.26
H -2.30 2.05 1.20
H -1.01 3.06 0.32
H -0.55 1.88 1.34
H -2.27 0.90 -0.88
H -1.34 -0.01 0.12
O 5.93 0.81 0.23
S 6.23 0.45 1.61
O 6.25 -0.96 2.01
O 7.62 1.18 2.12
C 8.22 0.82 3.29
C 9.42 -0.04 2.92
C 5.06 1.37 2.80
H 7.63 0.16 3.93
H 8.44 1.67 3.93
H 9.73 -0.45 3.88
H 10.25 0.47 2.45
H 9.02 -0.89 2.36
H 5.08 2.39 2.42
H 5.39 1.31 3.83
H 4.03 1.02 2.72
O 4.66 6.54 -3.33
S 3.91 5.84 -2.24
O 3.78 4.35 -2.27
O 4.53 6.31 -0.81
C 5.96 6.43 -0.87
C 6.34 6.57 0.65
C 2.23 6.64 -2.02
H 6.18 7.27 -1.53
H 6.52 5.61 -1.32
H 7.35 6.23 0.87
H 5.76 5.92 1.30
H 6.21 7.58 1.04
H 2.49 7.63 -1.63
H 1.75 5.98 -1.30
H 1.71 6.68 -2.97
O -7.59 -1.87 5.62
S -6.60 -0.79 5.66
O -5.21 -1.00 6.10
O -6.47 -0.27 4.06
C -7.67 0.21 3.39
C -7.19 0.86 2.10
C -7.29 0.71 6.46
H -8.06 1.05 3.96
H -8.40 -0.60 3.37
H -6.70 1.77 2.43
H -7.93 1.17 1.36
H -6.41 0.24 1.66
H -6.83 1.55 5.95
H -7.04 0.54 7.51
H -8.32 0.79 6.12
O 2.01 -3.74 -0.69
S 1.28 -5.02 -0.54
O 1.80 -6.32 -1.02
O 0.74 -5.17 1.09
C 0.78 -4.02 1.87
C -0.42 -3.95 2.84
C -0.51 -4.65 -1.19
H 0.88 -3.10 1.30
H 1.70 -4.07 2.46
H -0.62 -3.03 3.39
H -0.34 -4.82 3.49
H -1.34 -4.02 2.24
H -0.49 -4.68 -2.28
H -0.71 -3.61 -0.92
H -1.06 -5.43 -0.66
O -6.14 -2.63 -6.83
S -5.55 -3.38 -5.66
O -6.46 -4.07 -4.75
O -4.46 -4.52 -6.18
C -3.64 -4.27 -7.25
C -4.27 -4.70 -8.67
C -4.40 -2.41 -4.66
H -2.69 -4.78 -7.08
H -3.42 -3.20 -7.27
H -5.32 -4.42 -8.81
H -4.10 -5.76 -8.89
H -3.68 -4.19 -9.43
H -3.41 -2.26 -5.09
H -4.22 -3.03 -3.78
H -4.97 -1.54 -4.32